Formula: C35H33ClCrN4Si2
Source: the Open Molecules 2025 dataset
Level of theory: the ωB97M-V functional and the def2-TZVPD basis

Cartesian coordinates (Å):
C (-1.60615, -0.76549, 5.73718)
C (-2.44065, -0.13859, 4.78008)
C (-2.52485, -0.98379, 3.65058)
H (-2.92605, 0.81661, 4.89368)
C (-1.74335, -2.13569, 3.90458)
C (-1.17815, -1.99809, 5.19188)
H (-0.52855, -2.70919, 5.67408)
H (-1.34795, -0.37609, 6.70818)
H (-3.08985, -0.79639, 2.75448)
H (-1.58745, -2.94979, 3.21758)
Cr (-0.35775, -0.32639, 3.87798)
Si (2.96945, 0.07711, -4.80422)
C (1.97465, 1.58311, -5.30012)
C (2.38285, 2.40201, -6.35502)
H (3.27825, 2.15541, -6.91302)
C (1.65435, 3.52911, -6.70912)
H (1.98565, 4.15041, -7.53102)
C (0.49985, 3.85531, -6.01252)
H (-0.07105, 4.73251, -6.28822)
C (0.07595, 3.05031, -4.96372)
H (-0.82655, 3.29921, -4.42062)
C (0.80675, 1.92561, -4.61282)
H (0.45705, 1.30031, -3.80012)
C (2.05055, -1.49509, -5.23692)
C (0.84455, -1.44629, -5.94182)
H (0.42125, -0.48839, -6.21902)
C (0.16935, -2.60839, -6.28232)
H (-0.76395, -2.55069, -6.82732)
C (0.68845, -3.84479, -5.92232)
H (0.16125, -4.75229, -6.18632)
C (1.88225, -3.91299, -5.21892)
H (2.28795, -4.87399, -4.93112)
C (2.55475, -2.74739, -4.87942)
H (3.48205, -2.81589, -4.32302)
H (3.24015, 0.05521, -3.34082)
Si (-0.25835, -0.11969, 1.40608)
C (-0.77145, -1.70489, 0.50578)
C (-1.84515, -1.69649, -0.38822)
H (-2.28655, -0.75289, -0.68502)
C (-2.34985, -2.87479, -0.92262)
H (-3.17915, -2.83949, -1.61822)
C (-1.78345, -4.09379, -0.58022)
H (-2.17275, -5.01349, -0.99812)
C (-0.71125, -4.12419, 0.30298)
H (-0.25535, -5.07039, 0.56728)
C (-0.21935, -2.94459, 0.83968)
H (0.62095, -2.98679, 1.52078)
C (-1.32015, 1.23241, 0.59598)
C (-2.54875, 1.58161, 1.15848)
H (-2.86075, 1.10561, 2.08078)
C (-3.37125, 2.53561, 0.57308)
H (-4.32065, 2.78821, 1.02918)
C (-2.97245, 3.16681, -0.59602)
H (-3.60685, 3.91381, -1.05612)
C (-1.75345, 2.83361, -1.17352)
H (-1.43685, 3.32251, -2.08632)
C (-0.94195, 1.87531, -0.58492)
H (0.00575, 1.62551, -1.04482)
H (4.28325, 0.15451, -5.49972)
Cl (1.71545, 0.28571, 0.53448)
N (0.99025, 3.03661, 5.85868)
C (-0.01155, 3.68591, 5.22128)
C (-0.69425, 2.78001, 4.41308)
N (-0.10725, 1.58231, 4.57068)
C (0.88815, 1.77091, 5.42908)
C (1.68365, 0.60871, 5.69808)
N (1.31165, -0.48519, 5.04568)
C (2.20325, -1.43499, 5.37118)
C (3.10975, -0.86489, 6.26118)
N (2.77355, 0.43071, 6.45908)
H (1.68855, 3.43401, 6.52538)
H (-0.22875, 4.74001, 5.33108)
H (-1.54505, 2.97801, 3.77588)
H (2.18995, -2.45329, 5.00668)
H (3.95355, -1.35929, 6.72368)
H (3.26015, 1.13411, 7.05788)

The spin multiplicity is 4. For the frontier orbital gap (alpha / beta), the calculation gives 7.08 / 6.86 eV. As for the expectation value of S²: 3.8585. The net charge is +1. For the total energy, the calculation gives -99486.6406 eV. The value obtained for the HOMO energy (alpha / beta) is -0.3823 / -0.3823 Eh.